No. 1
This record from OMol25 describes C9H8N2O2 in the gas phase in a non-equilibrium geometry. The level of theory is wB97M-V/def2-TZVPD.

ORCA input file:
```
! wB97M-V def2-TZVPD RIJCOSX def2/J DEFGRID3
* xyz 0 1
C -2.1416 1.6233 -0.7421
C -1.4823 0.3034 -0.3381
N -2.5175 -0.7567 0.2231
O -3.5695 -0.2878 0.5714
O -2.1891 -1.9135 0.3158
C -0.7042 0.4702 0.9988
C 0.5812 -0.0381 0.7211
C 1.7922 -0.0569 1.4424
C 2.8912 -0.4851 0.7894
C 2.7868 -1.0649 -0.5260
C 1.6755 -0.9850 -1.3292
C 0.5219 -0.4832 -0.6340
N -0.5725 -0.2869 -1.2963
H -2.8571 1.5108 -1.5168
H -1.4982 2.3432 -1.0938
H -2.6626 2.0172 0.2318
H -1.2250 0.8786 1.8265
H 1.9423 0.6030 2.4016
H 3.8271 -0.2874 1.2231
H 3.6395 -1.6082 -0.9305
H 1.7619 -1.4959 -2.3384
*
```

Values from the calculation:
* total energy: -607.570233 Ha
* SMILES: C[C@]1([N+](=O)[O-])C=c2ccccc2=N1
* frontier orbital gap (spin up / spin down): 7.4137 / 7.4117 eV
* LUMO energy (spin up / spin down): -1.200 / -1.201 eV
* relative energy (zero: lowest compared OMol25 entry of this formula, charge and spin): 576.73 kJ/mol

***

No. 2
This record from OMol25 describes 2 unconnected molecules or ions with the total composition C9H8N2O3 in a non-equilibrium geometry. The level of theory is wB97M-V/def2-TZVPD.

ORCA input file:
```
! wB97M-V def2-TZVPD RIJCOSX def2/J DEFGRID3
* xyz 0 1
O 3.7781 -1.2397 -0.6602
C 2.7302 -0.8971 -0.2017
C 1.3191 -0.9794 -0.7943
C 0.4888 -0.3492 0.3325
N -0.8671 -0.3220 0.3649
C -1.7193 -0.1800 1.4645
C -2.9950 -0.1212 1.0574
C -3.0528 -0.3007 -0.3580
C -1.7303 -0.3769 -0.7305
C 1.3419 -0.0433 1.3441
O 2.6870 -0.4104 1.0668
H 1.2219 -0.4832 -1.8037
H 0.8669 -2.0155 -0.8832
H -1.2397 0.0458 2.4161
H -3.9096 -0.1471 1.6036
H -3.8943 -0.2753 -0.9930
H -1.2762 -0.5716 -1.6953
H 1.2090 0.6753 2.1402
N 1.8781 2.4388 -0.8093
C 0.7909 1.8565 -0.9702
O -0.3422 1.7859 -1.1351
H 2.7148 1.9105 -0.7556
*
```

Values from the calculation:
* total energy: -682.929151 Ha
* SMILES: O=C1CC(n2cccc2)=CO1.N=C=O
* frontier orbital gap: 8.9212 eV
* LUMO energy: 0.219 eV
* relative energy (zero: lowest compared OMol25 entry of this formula, charge and spin): 38.14 kJ/mol